# C10H22N3O2

A 3-piece molecular cluster, C10H22N3O2 overall (the ωB97M-V functional and the def2-TZVPD basis, the OMol25 dataset).

```
37
Properties=species:S:1:pos:R:3:forces:R:3
N 1.6538 -0.4812 -2.4510 0.1 0.4 -0.1
C 1.5683 0.8781 -3.0104 -0.1 -0.6 0.3
C 0.4213 0.9260 -3.9983 0.1 0.2 0.2
N -0.8085 0.4600 -3.3054 0.2 0.0 -0.4
C -1.3664 -0.6972 -3.6234 -0.5 -0.2 0.5
C -2.4655 -1.1479 -2.8938 0.1 0.6 0.2
C -2.9046 -0.3377 -1.8669 -0.1 -0.4 -0.2
C -2.2453 0.8678 -1.6294 0.1 -0.1 -0.3
N -1.2127 1.2592 -2.3443 -0.1 0.1 0.1
H 2.5477 -0.5843 -1.9870 0.1 -0.1 0.0
H 1.6410 -1.1735 -3.1909 0.2 -0.1 0.0
H 2.4878 1.2048 -3.4908 0.0 0.1 -0.2
H 1.3372 1.5576 -2.1959 0.1 0.2 0.1
H 0.5991 0.2832 -4.8531 -0.1 -0.2 -0.1
H 0.2349 1.9351 -4.3459 -0.1 0.1 0.0
H -0.9402 -1.2636 -4.4324 0.2 0.0 -0.1
H -2.9332 -2.0874 -3.1326 0.0 -0.1 0.0
H -3.7442 -0.6138 -1.2494 -0.1 -0.1 0.0
H -2.5585 1.5367 -0.8470 0.0 0.2 0.1
C -0.6262 -1.1605 0.9036 -0.1 0.0 0.0
C 0.7641 -1.4736 1.4245 0.1 0.1 -0.2
O 1.5993 -1.9992 0.3913 0.0 -0.1 0.2
H -1.0835 -2.0582 0.4808 0.0 0.0 0.0
H -1.2631 -0.7779 1.7011 0.0 0.0 0.0
H -0.5682 -0.4067 0.1114 0.0 0.0 0.1
H 0.7169 -2.2317 2.2030 0.0 0.0 0.0
H 1.2165 -0.5786 1.8537 -0.1 0.0 0.1
H 1.6533 -1.3346 -0.3012 -0.2 0.0 -0.1
C 0.8866 0.8441 5.9913 -0.1 -0.1 -0.1
C 0.9602 1.3339 4.5585 -0.1 0.0 0.1
O -0.0360 0.7252 3.7319 0.0 0.0 -0.1
H 1.0007 -0.2393 6.0293 0.0 0.0 0.0
H 1.6680 1.2992 6.6001 0.0 0.0 0.0
H -0.0799 1.0925 6.4357 0.0 0.1 0.0
H 1.9193 1.0715 4.1143 0.0 0.0 -0.1
H 0.8559 2.4226 4.5183 0.1 0.0 0.0
H -0.8958 0.9494 4.1005 0.0 0.0 0.0
```
Positions in Å, forces in eV/Å.

Total charge = +1
Lowest unoccupied orbital energy = -4.831 eV
Energy above the lowest of the compared OMol25 structures with the same formula, charge and spin = 0.6749 eV
E_tot = -708.68571 a.u.



# CF3KO3S

CF3KO3S as an isolated structure at a distorted geometry (the ωB97M-V functional and the def2-TZVPD basis, the OMol25 dataset).

```
9
Properties=species:S:1:pos:R:3:forces:R:3
K 27.3956 -7.8851 -27.4658 0.2 0.4 0.1
C 30.2121 -1.1337 -27.3711 -3.1 -1.7 1.6
F 29.8244 -1.5357 -28.6139 0.4 0.4 0.6
F 31.4519 -0.8450 -27.3435 2.4 0.5 -0.6
F 29.5103 -0.0293 -27.0409 0.1 -0.2 -0.4
S 29.8507 -2.5051 -26.0115 -2.6 0.9 2.3
O 30.6553 -2.0542 -24.8544 -1.2 0.0 -1.7
O 28.3403 -2.5379 -25.8085 3.2 0.8 -0.6
O 30.3021 -3.7503 -26.5576 0.7 -1.1 -1.2
```
Positions in Å, forces in eV/Å.

Lowest unoccupied orbital energy = -2.483 eV
Energy above the lowest of the compared OMol25 structures with the same formula, charge and spin = 1.3034 eV
E_tot = -1561.51152 a.u.



So what do the calculations give for HOMO level? Going down the list: -12.36 -7.63 eV.